1.
Molecular formula: C25H40N3O9
Method: DFT, the ωB97M-V functional and the def2-TZVPD basis

Structure (XYZ):
```
77
Properties=species:S:1:pos:R:3
C -0.4091 -0.9034 2.4048
C -0.4748 -0.9721 1.2133
N -0.4391 -1.4858 -0.0588
C -1.5086 -1.9618 -0.6203
C -2.8782 -1.9267 -0.1197
C -3.6756 -0.8636 -0.9537
C -3.8041 0.4646 -0.2715
O -4.8611 1.0076 -0.1537
O -2.6317 1.0231 0.1793
C -1.1560 -2.5980 -1.9240
N -2.1920 -2.6880 -2.9219
C 0.1301 -1.8145 -2.2702
O 0.9109 -2.6114 -3.1760
C 1.1183 -2.0514 -4.3404
N 1.3127 -1.5337 -5.3365
C 0.7997 -1.5779 -0.8996
C 1.7384 -2.6966 -0.4888
C 2.8719 -2.3137 0.4661
C 4.0649 -1.6528 -0.2300
O 5.2527 -2.3162 0.1606
C 1.3855 -0.1461 -0.9497
O 1.9946 0.0515 -2.2241
C 1.6163 1.2641 -2.7764
C 2.5911 2.3835 -2.5760
O 0.5684 1.3758 -3.3409
H -0.4241 -0.8635 3.4676
H -2.9158 -1.6450 0.9244
H -3.3434 -2.8856 -0.3103
H -4.6521 -1.2280 -1.2323
H -3.1536 -0.6585 -1.8864
H -2.2805 1.6125 -0.5001
H -0.7971 -3.6120 -1.7229
H -2.1815 -3.5970 -3.3587
H -2.0513 -1.9954 -3.6488
H -0.1972 -0.9015 -2.7578
H 2.1756 -3.1434 -1.3748
H 1.1201 -3.4698 -0.0327
H 2.4873 -1.6812 1.2623
H 3.2292 -3.2266 0.9304
H 3.9213 -1.7162 -1.3093
H 4.0977 -0.6010 0.0422
H 5.8914 -2.2147 -0.5488
H 2.0798 0.0753 -0.1471
H 0.5546 0.5512 -0.8338
H 2.0381 3.2274 -2.1815
H 3.0429 2.6401 -3.5259
H 3.3617 2.0885 -1.8743
C 0.9316 1.2264 6.0105
C 1.3555 -0.2100 5.8445
O 1.1408 -0.8299 4.8222
C 2.0581 -0.8496 7.0104
H 0.4321 1.5743 5.1090
H 0.2458 1.3150 6.8537
H 1.8045 1.8517 6.2019
H 1.4101 -0.8357 7.8877
H 2.9736 -0.3030 7.2407
H 2.3086 -1.8787 6.7671
C -6.6351 1.8637 -2.7145
C -5.7010 1.4623 -3.8274
O -5.5932 0.3106 -4.1828
C -4.8885 2.5631 -4.4676
H -7.1562 0.9855 -2.3421
H -6.0608 2.3057 -1.9006
H -7.3677 2.5893 -3.0705
H -4.2632 3.0521 -3.7182
H -5.5512 3.3075 -4.9101
H -4.2543 2.1439 -5.2451
C 3.9674 3.1024 2.0180
C 2.8668 2.0805 2.1247
O 2.9075 1.0402 1.5007
C 1.7172 2.4036 3.0393
H 4.7326 2.7474 1.3319
H 3.5652 4.0477 1.6504
H 4.4173 3.2696 2.9972
H 1.2254 3.3211 2.7120
H 2.0838 2.5455 4.0565
H 0.9994 1.5856 3.0274
```

## Properties
Largest force on an atom = 0.036 Eh/bohr
Energy = -49461.214 eV
Highest occupied orbital energy = -11.49 eV
Net charge = +1
LUMO = -4.0 eV

Here are the Löwdin charges for atoms 1 to 2, given in e:
1. C 0.2346
2. C -0.0666


2.
Molecular formula: C25H41BaBr4N2O9P3S6
Method: DFT, the ωB97M-V functional and the def2-TZVPD basis

Structure (XYZ):
```
91
Properties=species:S:1:pos:R:3
Ba -0.1493 1.6183 1.1554
C 2.3677 -1.6206 -2.1314
C 3.5342 -0.8710 -1.5099
S 3.7843 -1.1433 0.2755
C 4.2256 -2.9274 0.3166
C 3.2142 -3.7494 1.1143
S 1.5225 -3.1789 0.6980
C 0.5856 -4.7407 0.8321
C -0.9089 -4.4266 0.7049
S -1.2722 -2.8406 -0.1232
C -0.6327 -3.1871 -1.8011
C -0.3968 -1.8872 -2.5610
S 0.7996 -0.7475 -1.8031
H 2.3013 -2.6324 -1.7332
H 2.4923 -1.6590 -3.2164
H 3.3774 0.2051 -1.6009
H 4.4731 -1.1334 -1.9989
H 5.2209 -3.0128 0.7542
H 4.2649 -3.2574 -0.7207
H 3.3669 -3.6064 2.1861
H 3.2946 -4.8111 0.8756
H 0.8185 -5.2005 1.7938
H 0.9180 -5.4030 0.0302
H -1.3608 -4.2758 1.6849
H -1.4335 -5.2319 0.1899
H -1.3740 -3.7940 -2.3250
H 0.3024 -3.7387 -1.6963
H -1.3164 -1.2986 -2.6007
H -0.0647 -2.0974 -3.5792
Br -4.3371 -0.5973 -0.8044
C -3.3074 2.2687 -0.6852
Br -3.8588 2.9007 1.1158
H -4.2288 2.1247 -1.2428
H -2.6950 3.0621 -1.1056
C 3.7474 3.9142 1.8417
C 2.2306 3.8927 1.8529
O 1.7202 5.1724 2.2036
P 1.6961 3.4762 0.0963
O -0.4212 4.8232 -0.4382
O 1.7355 1.8739 0.1698
O 0.0448 3.7378 0.3648
P 1.5421 2.6437 2.9718
O 2.0703 2.9757 4.4588
O 2.0709 1.2911 2.5485
O 0.0639 2.7992 2.9723
H 4.0841 4.6943 1.1569
H 4.1352 2.9518 1.5007
H 4.1568 4.1260 2.8312
H 0.8538 5.0243 2.6101
H -0.4905 4.4121 -1.3383
H 1.9083 1.6263 1.1823
H 2.9704 2.6515 4.5943
C -4.0036 2.7553 -4.6060
C -3.0553 2.2686 -5.6918
O -1.6995 2.3250 -5.3078
P -1.1213 1.3932 -4.0291
S -2.3330 0.7661 -0.6405
S -0.4469 2.7803 -2.7337
O 0.3177 0.9639 -4.7571
C 0.2938 0.0150 -5.7993
C 0.4098 0.6787 -7.1642
H -5.0300 2.7456 -4.9765
H -3.7364 3.7682 -4.3049
H -3.9333 2.1017 -3.7357
H -3.1259 2.9091 -6.5764
H -3.3261 1.2438 -5.9834
H -0.6308 -0.5787 -5.7533
H 1.1445 -0.6582 -5.6359
H -0.4013 1.3942 -7.2847
H 0.3501 -0.0738 -7.9537
H 1.3597 1.2073 -7.2397
Br -5.3086 0.3449 6.4953
C -4.1870 -0.0138 5.0046
C -4.6906 0.0734 3.7211
C -3.7984 -0.1557 2.6799
N -2.5275 -0.4874 2.8521
C -2.0796 -0.6535 4.0983
C -2.8742 -0.3790 5.2158
C -0.6949 -1.1322 4.2540
C -0.2848 -1.7791 5.4263
C 1.0268 -2.1869 5.5173
Br 1.6118 -3.1507 7.0551
C 1.9164 -1.9337 4.4898
C 1.4018 -1.3094 3.3602
N 0.1381 -0.9374 3.2311
H -5.7211 0.3265 3.5257
H -4.1612 -0.1070 1.6598
H -2.4738 -0.4131 6.2180
H -0.9812 -1.9889 6.2235
H 2.9565 -2.2169 4.5524
H 2.0528 -1.1014 2.5257
```

## Properties
Largest force on an atom = 0.270 Eh/bohr
Energy = -421742.747 eV
2S+1 = 2
Highest occupied orbital energy (alpha / beta) = -3.03 / -4.21 eV
Net charge = -1
LUMO (alpha / beta) = 1.6 / 1.6 eV

Here are the Löwdin charges for atoms 1 to 2, given in e:
1. Ba 1.8795
2. C -0.5386